Here is the ion C7H14N with charge +1 from the Open Molecules 2025 dataset. Energies are from ωB97M-V with the def2-TZVPD basis set.

XYZ file:
```
22
Properties=species:S:1:pos:R:3:nbo_charge:R:1
N -3.486 0.141 0.258 -0.683
C -1.150 -0.204 -0.347 0.056
C 1.351 0.093 0.247 -0.210
C -0.682 -1.560 -0.024 -0.464
C 2.654 -0.684 0.078 -0.603
C 1.528 1.565 -0.118 -0.601
C -2.187 0.606 -0.299 -0.121
C 0.271 -0.546 -0.611 -0.200
H 3.416 -0.281 0.739 0.227
H -3.674 0.602 1.160 0.447
H 3.016 -0.610 -0.945 0.212
H -0.562 -1.824 1.018 0.243
H 1.037 0.028 1.295 0.201
H 0.543 -0.666 -1.652 0.253
H -4.264 0.367 -0.377 0.448
H 2.324 2.000 0.480 0.229
H -2.192 1.630 -0.630 0.239
H 1.790 1.675 -1.168 0.213
H -3.447 -0.878 0.401 0.453
H 0.615 2.124 0.073 0.200
H 2.512 -1.734 0.320 0.215
H -1.013 -2.382 -0.643 0.249
```

Output
Molecular weight   112.20 g mol⁻¹
Total energy   -329.5686 hartree
Total charge   +1
Structure (SMILES)   CC(C)[C@H]1C/C1=C\[NH3+]
HOMO level   -0.5328 Ha

=====

Here is a structure of composition C27H53BCsN2O9PtS4 in a non-equilibrium geometry from the Open Molecules 2025 dataset. Energies are from ωB97M-V with the def2-TZVPD basis set.

XYZ file:
```
98
Properties=species:S:1:pos:R:3:lowdin_charge:R:1
Pt -1.800 -2.439 0.761 0.802
Cs 3.621 1.675 3.357 0.907
S 2.977 7.655 -0.735 0.745
S 2.196 -5.771 -1.301 0.683
S -4.510 -1.808 -4.151 0.682
S 0.152 -4.320 6.014 0.691
O 0.918 -3.161 6.389 -0.340
O -5.814 -2.415 -4.297 -0.333
O 1.603 -7.115 -1.207 -0.346
O 1.836 8.522 -0.292 -0.362
O 3.253 6.335 -0.175 -0.366
O 1.248 -4.724 -1.140 -0.335
O -3.708 -1.948 -2.952 -0.351
O -5.132 -0.854 2.916 -0.002
O -0.253 -4.514 4.624 -0.356
N 3.813 0.945 -7.582 -0.004
N -1.594 2.884 4.497 0.040
C -6.560 -0.583 2.929 -0.477
C -2.521 -0.944 -5.798 -0.218
C 3.779 -5.491 -0.332 -0.192
C -1.152 3.152 5.758 -0.176
C 2.747 1.724 -7.620 -0.173
C -4.560 -0.046 -4.651 -0.212
C 2.851 7.618 -2.633 -0.205
C -0.413 4.326 5.839 -0.113
C -7.477 -1.297 3.954 -0.059
C -0.528 4.934 4.572 -0.131
C -6.961 0.924 2.888 -0.057
C 4.770 -4.905 -1.347 -0.216
C 0.979 -5.802 6.767 -0.202
C 4.091 8.299 -3.067 -0.234
C -1.387 -4.580 6.992 -0.224
C 4.015 -4.359 -2.599 -0.219
C 4.454 9.366 -1.932 -0.214
C -0.977 -5.490 8.132 -0.239
C 4.506 8.611 -0.613 -0.226
C -1.281 4.110 3.809 -0.126
C 4.096 0.695 -6.307 -0.148
C -3.088 0.297 -5.052 -0.200
C 2.979 -5.429 -2.951 -0.212
C 2.354 2.056 -6.348 -0.136
C 3.169 1.376 -5.481 -0.101
C -0.135 -6.613 7.516 -0.192
C -3.303 -2.247 -5.549 -0.182
B 0.165 0.030 0.153 -0.404
H 2.742 6.603 -3.014 0.102
H -6.937 -0.930 1.966 0.136
H -2.752 -3.059 -5.075 0.094
H 4.174 8.800 -4.032 0.118
H -6.956 1.295 3.913 0.076
H 5.268 7.834 -0.676 0.101
H 2.452 1.953 -8.634 0.112
H 4.762 -4.318 -3.391 0.110
H -1.469 -1.026 -5.524 0.112
H 1.571 2.777 -6.161 0.096
H 3.485 -4.986 0.588 0.099
H -0.052 5.812 4.160 0.100
H 0.431 -0.440 1.088 -0.112
H -2.068 -5.103 6.321 0.102
H -1.538 4.109 2.760 0.104
H 4.935 0.061 -6.064 0.100
H 4.865 7.532 -3.091 0.109
H -7.101 -2.316 4.043 0.076
H -1.887 -5.871 8.595 0.121
H -1.221 2.439 6.566 0.102
H 1.987 8.203 -2.950 0.103
H -7.417 -0.800 4.922 0.076
H -2.129 2.094 4.165 0.144
H 4.062 -6.513 -0.083 0.092
H -2.489 0.443 -4.153 0.107
H 3.559 -6.265 -3.340 0.103
H -6.243 1.573 2.387 0.072
H 2.194 -5.284 -3.694 0.105
H -2.977 1.126 -5.751 0.109
H 0.302 -7.295 8.245 0.115
H 3.666 10.117 -1.980 0.114
H 0.812 0.876 -0.020 -0.073
H 5.510 -5.673 -1.572 0.113
H -0.787 -7.192 6.862 0.115
H -0.330 -4.930 8.807 0.119
H 3.625 -3.354 -2.437 0.116
H 1.750 -5.466 7.461 0.097
H 0.254 4.637 6.630 0.089
H -0.878 0.306 0.163 -0.101
H -2.605 -0.761 -6.869 0.105
H 5.346 -4.088 -0.914 0.108
H 0.261 -0.653 -0.677 -0.095
H 2.989 1.490 -4.423 0.092
H -4.991 0.475 -3.796 0.098
H -8.471 -1.232 3.512 0.083
H -5.163 0.098 -5.547 0.104
H 5.373 9.873 -2.225 0.112
H 1.587 -6.294 6.008 0.096
H -1.815 -3.623 7.289 0.107
H -4.034 -2.503 -6.315 0.093
H 4.322 0.611 -8.388 0.163
H -7.875 0.948 2.295 0.082
H 4.478 9.216 0.294 0.112
```

Output
Molecular weight   1016.79 g mol⁻¹
Expectation value of S²   2.007
Total energy   -3603.5703 hartree
Spin multiplicity   3
Total charge   +1
HOMO level (spin up / spin down)   -0.3451 / -0.3451 Ha

=====

Here is a structure of composition C21H30NO5ReS from the Open Molecules 2025 dataset. Energies are from ωB97M-V with the def2-TZVPD basis set.

XYZ file:
```
59
Properties=species:S:1:pos:R:3:nbo_charge:R:1
Re -0.449 0.244 -0.782 1.204
S -2.082 -0.023 0.639 -0.505
O 0.950 -3.709 -0.587 -0.641
O 0.135 -1.687 -0.962 -0.721
O -0.658 2.387 -1.092 -0.552
O 0.449 0.240 -2.970 -0.585
O -2.163 0.635 -2.397 -0.538
N 0.215 -3.984 1.814 -0.529
C 1.019 1.414 1.768 -0.006
C -1.747 0.556 -3.766 -0.087
C 1.860 0.195 -3.211 -0.240
C -1.824 2.945 -1.728 -0.089
C 2.196 -0.257 0.488 -0.269
C -0.079 3.117 3.119 -0.202
C 1.067 3.243 3.932 -0.210
C -1.926 -3.304 0.936 -0.412
C 2.163 1.540 2.603 -0.090
C 0.263 -2.750 -0.256 0.813
C 3.322 -0.146 1.334 -0.216
C -0.467 -2.842 1.086 -0.169
C -0.301 0.970 -3.934 -0.087
C 2.156 2.466 3.677 -0.175
C -2.821 1.834 -1.974 -0.105
C -0.100 2.234 2.077 -0.227
C -1.862 -4.825 1.092 -0.429
C 1.042 0.488 0.660 -0.298
C 3.309 0.738 2.367 -0.180
C -0.821 -5.010 2.182 -0.218
C 0.378 3.364 -0.868 -0.250
H 2.263 -0.969 -0.326 0.204
H -1.521 -5.298 0.170 0.226
H 0.760 -3.665 2.610 0.435
H -2.399 1.162 -4.398 0.204
H 0.854 -4.355 1.077 0.468
H -0.144 2.044 -3.797 0.178
H -0.368 -1.913 1.642 0.275
H -2.346 -2.981 -0.012 0.255
H 2.052 -0.243 -4.191 0.197
H 4.193 -0.762 1.145 0.217
H 3.043 2.540 4.296 0.215
H 1.264 2.829 -0.543 0.229
H -1.851 -0.492 -4.045 0.219
H 2.292 1.196 -3.161 0.185
H 0.570 3.895 -1.802 0.187
H -0.999 2.130 1.488 0.225
H -2.262 3.712 -1.084 0.218
H 0.060 4.058 -0.092 0.214
H -3.320 1.559 -1.049 0.252
H -0.957 3.716 3.332 0.216
H 4.168 0.848 3.019 0.218
H 0.029 0.696 -4.940 0.210
H -1.213 -4.752 3.165 0.218
H -0.359 -5.992 2.220 0.233
H -3.556 2.151 -2.716 0.206
H -2.529 -2.852 1.723 0.239
H 1.075 3.945 4.755 0.222
H 2.291 -0.436 -2.442 0.218
H -1.492 3.414 -2.658 0.183
H -2.819 -5.264 1.367 0.247
```

Output
Molecular weight   594.75 g mol⁻¹
Expectation value of S²   3.780
Total energy   -1725.3830 hartree
Spin multiplicity   4
Total charge   +1
HOMO level (spin up / spin down)   -0.3413 / -0.3758 Ha